25
Properties=species:S:1:pos:R:3 method="wB97M-V/def2-TZVPD" relative_energy_kcal_mol=21.8 e_lumo_ev=-12.80 total_charge=+3 homo_energy_ev=-17.08
H -5.000 -12.973 0.784
Ag -1.741 -10.610 8.262
H 2.150 -11.921 6.247
O -2.840 -12.116 6.573
Ag -3.719 -13.191 8.455
H -3.555 -12.847 2.927
H -4.968 -13.121 3.766
H -0.516 -13.314 6.987
C -3.444 -11.117 6.055
Ag -4.508 -9.347 4.278
Br -5.138 -10.739 1.808
H -6.449 -12.968 1.829
Ag -6.671 -11.380 6.492
H 0.770 -12.226 5.212
C -4.511 -13.350 2.795
C 0.547 -13.113 7.092
H 1.031 -14.077 6.963
Ag -4.522 -8.338 7.625
Br -4.485 -15.263 2.427
O -3.099 -9.907 6.303
C 1.065 -11.964 6.228
C -5.410 -12.676 1.749
Br 0.663 -12.590 9.024
O -4.607 -11.293 5.445
Br 0.465 -10.141 6.658